[1]
Here is a molecular structure, C4H2NaO2 at a distorted geometry from the OMol25 dataset. Energies are from the ωB97M-V functional and the def2-TZVPD basis.

Properties
Gap between HOMO and LUMO (spin up / spin down)   5.860 / 6.407 eV
HOMO (spin up / spin down)   -6.70 / -7.27 eV
Multiplicity   2
ΔE to the lowest compared entry with this formula, charge and spin   88.53 kcal/mol

Structure (XYZ):
```
9
Properties=species:S:1:pos:R:3:lowdin_charge:R:1
O -1.941 -0.694 0.730 -0.035
H -2.715 -0.134 0.862 0.099
C -0.865 0.069 0.487 -0.221
C -0.663 0.551 -0.805 -0.240
C 0.401 0.316 -1.469 -0.068
C 1.236 -0.674 -0.182 -0.181
O 2.052 0.085 0.408 -0.141
Na 1.058 2.232 0.282 0.667
H 1.437 -1.752 -0.313 0.119
```

=====

[2]
Here is a molecular structure, C4H2O2 from the OMol25 dataset. Energies are from the ωB97M-V functional and the def2-TZVPD basis.

Properties
Gap between HOMO and LUMO   9.753 eV
HOMO   -11.00 eV
ΔE to the lowest compared entry with this formula, charge and spin   56.64 kcal/mol

Structure (XYZ):
```
8
Properties=species:S:1:pos:R:3:lowdin_charge:R:1
O -1.563 0.375 1.126 0.080
C -1.374 -0.265 0.122 -0.234
C -0.072 -0.371 -0.554 -0.210
C 0.844 -0.731 -1.358 0.207
C 1.239 0.416 0.145 -0.248
O 1.590 0.023 1.211 0.138
H -2.177 -0.824 -0.390 0.134
H 1.515 1.378 -0.303 0.132
```